(1)
Density functional theory data (ωB97M-V/def2-TZVPD) for 2 unconnected molecules or ions with the total composition C4H10N3 at a distorted geometry.

CARTESIAN COORDINATES (ANGSTROEM)
1 C -0.668 -1.661 0.473
2 C -0.870 -0.343 0.114
3 C -1.884 1.815 -0.326
4 C 2.094 -0.944 0.187
5 N -1.122 -1.471 -0.708
6 N -1.302 0.805 0.491
7 N 1.228 -0.069 -0.531
8 H -0.258 -2.180 1.287
9 H -2.009 2.636 0.419
10 H -1.257 2.100 -1.083
11 H -2.724 1.491 -0.961
12 H 1.919 -0.850 1.170
13 H 2.008 -1.977 0.020
14 H 3.112 -0.548 0.111
15 H -0.970 0.972 1.431
16 H 0.885 -0.529 -1.351
17 H 1.817 0.753 -0.745

Force components x, y, z for each atom (eV/Å):
0.1 1.8 0.2
-0.1 -1.3 -0.2
-1.5 0.9 1.3
2.0 0.6 -1.0
-0.2 0.1 -0.2
0.4 -1.4 0.6
-0.2 1.2 -0.8
0.1 -1.7 0.4
-0.7 -0.2 -1.3
2.4 1.1 -1.5
-0.5 0.0 1.3
-0.8 0.4 4.0
0.1 -1.3 -1.0
0.2 -0.9 -0.3
-0.4 0.8 0.0
0.4 0.3 -1.0
-1.2 -0.4 -0.4

Results
Kohn-Sham gap, eV: 9.868
E_tot, eV: -8769.7071
E_HOMO, eV: -14.1342
Lowest unoccupied orbital energy, eV: -4.266
Charge: +1
Energy relative to the best compared isomer or geometry (same formula, charge and spin), kcal per mole: 112.8

(2)
Density functional theory data (ωB97M-V/def2-TZVPD) for 3 unconnected molecules or ions with the total composition C18H42FN2O2P at a distorted geometry.

CARTESIAN COORDINATES (ANGSTROEM)
1 C 4.446 0.231 0.899
2 C 3.464 1.465 0.689
3 O 3.452 2.355 1.577
4 O 2.615 1.675 -0.424
5 C 1.937 0.461 -0.849
6 C 0.356 0.836 -0.916
7 C -0.013 1.490 0.500
8 C -1.582 1.544 0.820
9 P -2.293 -0.080 1.511
10 F -3.074 -0.983 0.273
11 H 5.507 0.610 0.655
12 H 4.166 -0.619 0.199
13 H 4.479 -0.130 1.987
14 H 2.320 0.227 -1.906
15 H 2.018 -0.415 -0.128
16 H 0.281 1.610 -1.768
17 H -0.296 -0.046 -1.220
18 H 0.360 2.581 0.484
19 H 0.608 0.964 1.299
20 H -1.721 2.325 1.658
21 H -2.179 1.937 -0.083
22 H -1.128 -0.805 1.950
23 C 6.399 -2.766 -7.028
24 C 5.045 -2.363 -6.457
25 N 5.109 -1.883 -5.082
26 C 3.800 -1.783 -4.442
27 C 2.806 -0.776 -5.018
28 C 6.016 -0.769 -4.828
29 C 5.799 0.519 -5.621
30 H 6.895 -3.500 -6.388
31 H 6.266 -3.218 -8.015
32 H 7.063 -1.906 -7.152
33 H 4.408 -3.254 -6.490
34 H 4.583 -1.625 -7.125
35 H 3.934 -1.576 -3.374
36 H 3.332 -2.775 -4.476
37 H 3.074 0.249 -4.758
38 H 1.813 -0.959 -4.595
39 H 2.714 -0.853 -6.103
40 H 7.039 -1.113 -5.014
41 H 6.006 -0.530 -3.758
42 H 5.635 0.333 -6.685
43 H 6.688 1.152 -5.539
44 H 4.960 1.097 -5.236
45 C -6.878 1.890 7.184
46 C -6.368 1.754 5.755
47 N -5.349 0.725 5.591
48 C -4.655 0.795 4.308
49 C -5.475 0.545 3.045
50 C -5.711 -0.617 6.034
51 C -6.943 -1.266 5.405
52 H -6.054 2.051 7.884
53 H -7.553 2.747 7.259
54 H -7.438 1.007 7.504
55 H -5.939 2.723 5.477
56 H -7.224 1.589 5.087
57 H -3.804 0.106 4.319
58 H -4.204 1.792 4.224
59 H -5.713 -0.513 2.922
60 H -4.895 0.840 2.167
61 H -6.403 1.120 3.028
62 H -5.859 -0.591 7.119
63 H -4.853 -1.286 5.899
64 H -7.797 -0.585 5.358
65 H -7.251 -2.126 6.008
66 H -6.740 -1.637 4.401

Force components x, y, z for each atom (eV/Å):
0.0 0.1 -0.9
-0.1 2.9 3.2
0.1 -3.0 -3.3
1.4 -2.1 1.8
-1.8 -0.2 -1.4
1.1 0.8 -0.2
0.0 0.9 -0.9
1.2 0.1 -0.4
-2.0 0.4 0.2
2.0 1.2 1.1
-1.7 -0.6 0.2
0.6 1.0 0.9
-0.4 0.8 -1.7
-0.5 -0.1 1.6
0.3 1.2 -0.9
-0.2 -1.1 1.4
0.9 0.9 0.6
-0.4 -1.7 0.0
-1.1 0.6 -0.8
-0.1 -1.4 -1.1
0.8 -0.8 1.3
0.0 0.0 -1.3
0.1 0.1 0.0
0.2 0.0 0.0
-0.2 -0.1 0.4
0.0 -0.3 -0.1
-0.2 0.2 0.1
0.3 -0.1 -0.1
0.1 0.3 0.0
-0.1 0.1 0.0
0.0 0.1 0.1
0.0 -0.1 0.0
-0.1 0.2 0.2
0.0 0.0 -0.1
0.2 0.1 -0.1
0.1 0.0 -0.1
0.0 0.0 -0.1
0.0 0.0 0.0
0.0 0.0 0.0
-0.1 -0.1 -0.1
-0.2 -0.2 -0.1
0.0 0.0 0.1
-0.1 -0.1 0.0
0.0 0.0 -0.1
-0.1 -0.1 0.1
0.0 -0.1 0.1
0.3 0.0 -0.1
0.1 0.2 0.0
-0.1 0.0 -0.2
-0.1 0.0 0.3
-0.1 -0.3 0.0
0.0 -0.1 -0.1
0.0 -0.1 0.0
0.1 0.1 0.0
0.1 -0.2 -0.2
-0.1 0.1 0.0
-0.2 0.0 0.1
-0.1 0.0 0.1
-0.1 0.1 0.0
-0.1 0.0 0.1
0.0 0.0 0.1
0.0 0.1 -0.1
0.0 0.2 -0.1
0.1 0.0 0.0
0.0 0.1 0.0
-0.1 0.1 0.0

Results
Kohn-Sham gap, eV: 8.488
E_tot, eV: -38426.3233
Structure (SMILES): CC(=O)OCCCCPF.CCN(CC)CC.CCN(CC)CC
E_HOMO, eV: -7.9392
Lowest unoccupied orbital energy, eV: 0.549
Charge: 0

(3)
Density functional theory data (ωB97M-V/def2-TZVPD) for 2 unconnected molecules or ions with the total composition C9H12OS at a distorted geometry.

CARTESIAN COORDINATES (ANGSTROEM)
1 C -0.684 -2.175 -0.510
2 C -1.247 -0.803 -0.242
3 C -1.636 -0.003 -1.372
4 C -2.278 1.226 -0.988
5 C -2.401 1.592 0.348
6 C -1.980 0.764 1.402
7 C -1.274 -0.384 1.080
8 H -1.498 -2.893 -0.934
9 H -0.369 -2.554 0.434
10 H 0.075 -2.204 -1.225
11 H -1.129 -0.216 -2.358
12 H -2.532 2.008 -1.717
13 H -2.986 2.504 0.464
14 H -1.979 1.132 2.388
15 H -0.856 -0.935 1.835
16 C 3.238 -1.020 0.521
17 C 2.939 0.250 0.277
18 S 1.511 0.940 -0.560
19 O 2.053 2.496 -0.907
20 H 4.029 -1.358 1.292
21 H 2.618 -1.895 0.233
22 H 3.738 0.887 0.682
23 H 2.646 2.643 -0.141

Force components x, y, z for each atom (eV/Å):
-2.8 -0.8 -0.1
0.5 -0.4 -2.0
0.5 1.2 2.4
1.6 -0.9 -1.2
-1.2 -0.5 0.0
0.9 1.0 -1.9
-2.3 1.6 -1.9
1.2 1.2 0.9
0.5 -0.7 0.5
1.5 0.1 -1.1
-1.4 0.1 1.0
0.0 -0.6 0.1
0.4 -0.1 0.6
-0.3 0.3 1.1
1.0 -1.6 1.6
-0.2 -2.2 1.4
0.7 0.1 -0.1
0.8 -0.4 0.5
0.8 -0.6 0.8
-1.0 1.1 -1.6
0.2 0.8 -0.1
-0.8 0.7 -0.2
-0.4 0.6 -0.6

Results
Kohn-Sham gap, eV: 8.955
E_tot, eV: -22407.4883
Structure (SMILES): Cc1ccccc1.C=CSO
E_HOMO, eV: -8.3240
Lowest unoccupied orbital energy, eV: 0.631
Charge: 0
Energy relative to the best compared isomer or geometry (same formula, charge and spin), kcal per mole: 48.2